# C27H46AsIrN2O2S2Se2Si2

A molecular structure, C27H46AsIrN2O2S2Se2Si2 (ωB97M-V with the def2-TZVPD basis set, the OMol25 dataset).

Cartesian coordinates (Å):
Ir 0.172 0.387 -0.702
C -1.399 0.219 2.818
N -0.778 -0.816 1.994
C 0.347 -1.422 2.647
C 1.505 -0.450 2.743
N 1.939 0.125 1.448
C 2.407 1.498 1.660
C 2.925 -0.742 0.837
C 4.265 -0.633 1.178
C 5.224 -1.469 0.621
C 4.828 -2.439 -0.287
C 3.488 -2.547 -0.635
C 2.518 -1.700 -0.097
S 0.856 -1.871 -0.689
C -1.760 -1.728 1.523
C -1.974 -2.971 2.108
C -2.981 -3.812 1.652
C -3.772 -3.413 0.584
C -3.555 -2.176 -0.012
C -2.556 -1.313 0.443
S -2.323 0.258 -0.322
H -2.221 0.662 2.267
H -0.684 1.012 3.042
H -1.783 -0.199 3.763
H 0.653 -2.279 2.047
H 0.113 -1.775 3.667
H 2.337 -0.991 3.210
H 1.254 0.382 3.401
H 3.127 1.582 2.486
H 1.549 2.129 1.887
H 2.868 1.863 0.742
H 4.579 0.117 1.894
H 6.265 -1.357 0.895
H 5.562 -3.094 -0.741
H 3.169 -3.281 -1.367
H -1.356 -3.291 2.938
H -3.147 -4.767 2.134
H -4.546 -4.069 0.202
H -4.152 -1.860 -0.860
O 0.217 2.308 -3.779
C 1.122 1.780 -4.725
C 1.309 0.259 -4.620
C 2.056 -0.093 -5.914
O 2.296 -1.488 -6.088
C 2.139 -0.255 -3.427
Se 2.381 0.923 -1.916
C -0.034 -0.456 -4.572
Se -1.050 -0.427 -2.853
H 0.284 3.267 -3.778
H 2.111 2.247 -4.624
H 0.741 1.991 -5.735
H 3.006 0.456 -5.930
H 1.473 0.216 -6.784
H 2.642 -1.831 -5.257
H 3.156 -0.506 -3.750
H 1.683 -1.148 -3.002
H 0.118 -1.511 -4.790
H -0.708 -0.034 -5.322
C 1.977 5.254 0.686
Si 1.337 4.539 -0.924
C 0.438 5.938 -1.802
C 2.860 4.284 -1.963
As -0.177 2.779 -0.568
Si -1.977 4.034 0.323
C -3.036 4.585 -1.113
C -3.092 3.130 1.509
C -1.504 5.553 1.321
H 2.685 6.060 0.466
H 2.493 4.497 1.284
H 1.169 5.663 1.295
H 1.147 6.740 -2.030
H -0.366 6.360 -1.196
H -0.011 5.598 -2.740
H 3.441 5.214 -1.954
H 2.607 4.031 -2.996
H 3.486 3.471 -1.596
H -3.362 3.705 -1.677
H -2.478 5.229 -1.799
H -3.922 5.126 -0.767
H -3.366 2.148 1.123
H -4.008 3.717 1.648
H -2.612 2.998 2.483
H -0.977 6.320 0.751
H -0.871 5.280 2.170
H -2.426 5.996 1.711

Values from the calculation:
- Energy relative to the best compared isomer or geometry (same formula, charge and spin): 33.2 kcal per mole
- 2S+1: 2
- <S²>: 0.78
- Charge: -1


# C6H10O

2 unconnected molecules or ions with the total composition C6H10O (ωB97M-V with the def2-TZVPD basis set, the OMol25 dataset).

Cartesian coordinates (Å):
C 1.123 1.665 0.185
C 1.622 2.634 0.937
C 0.553 -0.660 0.396
C 0.239 0.598 0.726
C -0.011 -3.036 0.024
C -0.066 -1.935 0.766
H 1.307 1.650 -0.882
H 2.224 3.420 0.497
H 1.554 2.702 2.016
H 1.415 -0.849 -0.246
H -0.664 0.808 1.285
H 0.339 -3.049 -1.003
H -0.406 -3.996 0.332
H -0.482 -2.007 1.769
H -2.291 0.906 -1.806
H -3.347 0.141 -2.662
O -3.110 1.008 -2.334

Values from the calculation:
- Energy relative to the best compared isomer or geometry (same formula, charge and spin): 41.8 kcal per mole
- SMILES: C=C/C=C/C=C.O
- Charge: 0


# C4H7NOS

A single C4H7NOS molecule (ωB97M-V with the def2-TZVPD basis set, the OMol25 dataset).

Cartesian coordinates (Å):
C 0.600 -1.589 -0.493
C -0.804 -1.613 -1.019
C 0.152 0.520 0.217
C -0.013 1.379 1.437
N 1.023 -0.609 0.187
O 0.888 1.438 -0.805
S -1.593 -0.170 -0.252
H 1.137 -2.441 -0.649
H -0.527 -1.669 -2.085
H -1.448 -2.481 -0.954
H -0.729 2.113 1.094
H 0.896 1.847 1.729
H -0.465 0.862 2.299
H 0.885 2.412 -0.705

Values from the calculation:
- Energy relative to the best compared isomer or geometry (same formula, charge and spin): 68.2 kcal per mole
- 2S+1: 3
- <S²>: 2.01
- Charge: 0


# C2H7N5O

A single C2H7N5O molecule (ωB97M-V with the def2-TZVPD basis set, the OMol25 dataset).

Cartesian coordinates (Å):
C -0.456 -0.815 0.158
C 1.230 1.650 -1.229
H 0.055 -2.709 -0.302
H -0.421 -2.482 1.343
H -0.640 1.011 0.895
H -2.268 -0.526 2.220
H -0.760 1.397 -1.727
H 1.068 2.683 -1.590
H 2.002 0.099 -0.805
N -0.392 -2.125 0.397
N -1.001 0.092 1.022
N 0.029 -0.337 -1.003
N 0.015 1.090 -1.138
N 2.325 1.059 -0.962
O -1.315 -0.367 2.272

Values from the calculation:
- Energy relative to the best compared isomer or geometry (same formula, charge and spin): 59.4 kcal per mole
- SMILES: [H]/N=C\N/N=C(/N)NO
- Charge: 0


# C37H60Br2F5N6O18S

6 unconnected molecules or ions with the total composition C37H60Br2F5N6O18S (ωB97M-V with the def2-TZVPD basis set, the OMol25 dataset).

Cartesian coordinates (Å):
C -0.039 -5.017 2.706
C -0.440 -3.620 1.916
C -1.837 -2.935 2.512
N -2.375 -1.822 1.673
C -3.847 -1.574 1.798
C -4.742 -2.281 0.618
C -6.273 -2.681 1.055
S -7.015 -1.597 2.398
C -1.523 -0.598 1.588
N -0.867 -0.310 0.221
C -1.592 -1.107 -0.857
C -1.151 -0.732 -2.392
C -2.434 -0.201 -3.312
C -1.993 1.121 -4.237
C -1.592 0.717 -5.776
C -0.482 1.831 -6.344
O -0.770 2.161 -7.759
C -0.529 3.588 -8.043
C 0.981 4.306 -8.018
O -1.593 4.368 -8.375
C 0.575 -0.856 0.209
C 1.646 0.172 -0.517
C 2.891 0.642 0.449
Br 2.511 -0.904 -2.019
N -1.273 0.290 2.603
C -0.416 1.556 2.389
C -1.208 2.682 1.439
O -0.559 3.448 0.548
Br -3.202 2.927 1.547
C -1.817 0.097 3.997
C -0.554 -0.241 5.041
N -1.055 -1.205 6.138
N 0.536 -0.943 4.238
N -0.055 0.985 5.784
H -0.782 -5.902 2.525
H 0.056 -4.796 3.855
H 1.029 -5.333 2.287
H -0.597 -3.789 0.747
H 0.427 -2.856 2.151
H -2.640 -3.813 2.503
H -1.629 -2.691 3.636
H -4.011 -0.396 1.700
H -4.171 -1.895 2.900
H -4.827 -1.480 -0.260
H -4.158 -3.253 0.263
H -6.381 -3.845 1.298
H -6.946 -2.518 0.083
H -7.115 -0.251 1.993
H -2.754 -0.855 -0.766
H -1.438 -2.285 -0.749
H -0.327 0.094 -2.487
H -0.752 -1.723 -2.925
H -3.324 0.174 -2.632
H -2.813 -1.012 -4.082
H -1.071 1.698 -3.763
H -2.908 1.878 -4.174
H -1.074 -0.337 -5.888
H -2.561 0.774 -6.461
H 0.616 1.415 -6.313
H -0.498 2.805 -5.668
H 1.841 3.499 -8.202
H 0.988 5.089 -8.918
H 1.162 4.923 -7.022
H 0.641 -1.963 -0.171
H 0.891 -0.880 1.360
H 1.152 1.098 -1.035
H 2.809 1.777 0.807
H 3.894 0.609 -0.198
H 3.097 -0.089 1.361
H -0.227 2.132 3.417
H 0.652 1.299 1.975
H -2.286 1.126 4.366
H -2.568 -0.787 4.134
H -1.446 -2.077 5.719
H -0.178 -1.526 6.647
H 1.480 -0.779 4.654
H 0.375 -1.975 4.177
H -0.810 1.700 5.862
H 0.813 1.388 5.353
C -7.655 5.516 1.401
C -6.539 5.028 2.259
O -7.005 3.784 2.731
C -7.838 3.325 1.755
O -8.218 2.169 1.668
O -8.189 4.316 0.880
F -6.354 5.844 3.321
H -8.430 6.040 1.971
H -7.307 6.171 0.598
H -5.592 4.888 1.727
C 8.257 1.349 -0.862
C 7.077 2.248 -1.002
O 6.228 1.844 0.048
C 7.062 1.375 1.018
O 6.729 1.192 2.177
O 8.321 1.143 0.535
F 6.439 2.028 -2.174
H 8.119 0.387 -1.365
H 9.177 1.810 -1.233
H 7.309 3.314 -0.899
C -2.879 -6.760 4.315
C -4.130 -6.672 5.120
O -3.791 -5.785 6.162
C -2.841 -4.964 5.632
O -2.499 -3.903 6.128
O -2.322 -5.470 4.472
F -4.438 -7.870 5.665
H -2.178 -7.507 4.703
H -3.076 -6.977 3.262
H -4.992 -6.281 4.569
C 9.203 -3.830 -1.750
C 7.731 -3.821 -1.981
O 7.415 -2.448 -2.036
C 8.540 -1.844 -2.509
O 8.573 -0.707 -2.950
O 9.629 -2.669 -2.435
F 7.075 -4.368 -0.934
H 9.466 -3.744 -0.691
H 9.683 -4.724 -2.159
H 7.419 -4.307 -2.912
C 3.308 4.632 -3.762
C 3.872 5.960 -3.391
O 4.619 6.330 -4.528
C 3.989 5.730 -5.577
O 4.169 6.029 -6.745
O 3.125 4.756 -5.159
F 4.719 5.849 -2.343
H 3.998 3.806 -3.559
H 2.359 4.428 -3.259
H 3.118 6.726 -3.181

Values from the calculation:
- Electronic energy: -249626.2038 eV
- Charge: +1


# C24H36IrN8PS4Te

A molecular structure, C24H36IrN8PS4Te (ωB97M-V with the def2-TZVPD basis set, the OMol25 dataset).

Cartesian coordinates (Å):
Ir 0.327 -0.605 -0.203
S 0.031 -0.930 2.188
C -1.719 -1.109 2.232
C -2.345 -1.975 3.121
C -3.726 -2.138 3.092
C -4.332 -3.133 3.933
N -4.788 -3.964 4.582
C -4.497 -1.392 2.192
C -3.874 -0.501 1.323
C -2.491 -0.370 1.327
S -1.670 0.716 0.214
C -5.919 -1.579 2.111
N -7.051 -1.748 2.023
H -1.754 -2.545 3.828
H -4.471 0.080 0.632
C 1.711 5.529 0.411
C 2.458 4.260 0.573
N 3.744 4.133 0.639
N 3.950 2.793 0.758
C 2.824 2.076 0.754
S 2.652 0.393 0.888
N 1.857 3.019 0.636
N 0.512 2.699 0.566
H 2.424 6.348 0.372
H 1.030 5.690 1.248
H 1.131 5.528 -0.513
H 4.884 2.436 0.875
H -0.013 3.493 0.221
H 0.154 2.414 1.474
Te 2.427 -2.430 -0.238
C 2.056 -4.460 -0.507
C 1.760 -5.197 -1.622
C 1.645 -6.585 -1.341
C 1.854 -6.867 -0.026
S 2.215 -5.464 0.877
H 1.653 -4.781 -2.611
H 1.424 -7.336 -2.084
H 1.818 -7.828 0.462
C 0.247 -0.887 -5.374
C 0.836 -1.077 -3.970
C 1.046 -2.564 -3.718
P -0.078 -0.185 -2.619
C -1.902 -0.301 -2.957
C -2.535 0.790 -3.816
C -2.363 -1.688 -3.441
C 0.477 1.579 -2.881
C 0.380 2.203 -4.278
C 1.930 1.733 -2.421
H 1.010 -1.122 -6.118
H -0.099 0.123 -5.565
H -0.585 -1.569 -5.539
H 1.817 -0.592 -3.929
H 0.129 -3.132 -3.887
H 1.394 -2.750 -2.706
H 1.799 -2.956 -4.404
H -2.302 -0.161 -1.953
H -2.236 0.722 -4.862
H -2.311 1.788 -3.442
H -3.619 0.667 -3.778
H -2.342 -1.760 -4.526
H -3.396 -1.851 -3.130
H -1.772 -2.516 -3.048
H -0.173 2.135 -2.196
H 1.106 1.753 -4.956
H 0.636 3.262 -4.198
H -0.604 2.141 -4.728
H 2.615 1.365 -3.188
H 2.139 1.189 -1.505
H 2.163 2.790 -2.269
N -0.669 -3.399 0.392
N -0.942 -2.287 -0.458
H -1.371 -4.120 0.253
H -0.674 -3.081 1.354
H -1.923 -2.002 -0.425
H -0.728 -2.603 -1.399

Values from the calculation:
- Energy relative to the best compared isomer or geometry (same formula, charge and spin): 40.4 kcal per mole
- 2S+1: 2
- <S²>: 0.76
- Charge: +1


# C17H32NO7PS3

A single C17H32NO7PS3 molecule (ωB97M-V with the def2-TZVPD basis set, the OMol25 dataset).

Cartesian coordinates (Å):
C 6.179 -1.693 0.551
O 5.485 -0.662 -0.110
C 4.460 -0.086 0.678
C 3.803 1.014 -0.115
C 2.513 1.492 0.534
C 1.874 2.627 -0.266
C 0.875 3.536 0.481
C 0.190 2.941 1.710
C -0.981 2.041 1.315
C -1.720 1.409 2.485
C -0.948 0.321 3.217
C -0.691 -0.981 2.435
C -1.826 -1.500 1.524
C -1.490 -1.483 0.033
O -0.987 -2.804 -0.289
S 0.492 -2.854 -0.974
O 0.577 -4.202 -1.451
O 0.157 -1.891 -2.257
C -1.135 -2.034 -2.866
C -2.074 -0.937 -2.370
P -3.282 -0.627 -3.727
O -3.830 0.863 -3.526
O -2.334 -0.470 -5.010
S -4.630 -1.941 -3.983
C -2.648 -1.216 -0.962
S -3.641 0.226 -0.563
O -3.393 -2.473 -0.981
C -4.617 -2.498 -0.602
N -5.709 -2.509 -0.235
H 5.549 -2.200 1.281
H 6.516 -2.419 -0.181
H 7.055 -1.308 1.078
H 3.734 -0.858 0.935
H 4.895 0.323 1.595
H 3.615 0.651 -1.125
H 4.509 1.838 -0.206
H 1.840 0.642 0.610
H 2.760 1.851 1.531
H 2.701 3.246 -0.608
H 1.430 2.217 -1.172
H 0.070 3.793 -0.207
H 1.353 4.481 0.721
H 0.894 2.447 2.370
H -0.229 3.768 2.283
H -0.647 1.293 0.595
H -1.681 2.675 0.772
H -1.919 2.212 3.196
H -2.702 1.051 2.183
H -1.444 0.100 4.158
H 0.019 0.744 3.481
H -0.511 -1.751 3.179
H 0.243 -0.881 1.885
H -2.768 -1.015 1.743
H -1.965 -2.548 1.768
H -0.693 -0.769 -0.149
H -0.973 -1.937 -3.930
H -1.548 -3.025 -2.701
H -1.471 -0.034 -2.249
H -3.223 1.440 -3.044
H -2.044 0.440 -5.148
H -4.034 -0.076 0.674

Values from the calculation:
- Electronic energy: -75764.7911 eV
- Charge: 0


# C3H10NOSi2

A gas-phase ion, C3H10NOSi2 (charge +1) (ωB97M-V with the def2-TZVPD basis set, the OMol25 dataset).

Cartesian coordinates (Å):
C -0.702 -0.034 1.806
C 0.741 1.095 -0.762
C -0.151 -1.327 -0.822
N -0.190 0.051 -1.454
O -1.555 0.088 2.623
Si 0.190 1.889 1.024
Si -0.131 -1.764 1.103
H 1.805 0.861 -1.079
H 0.551 1.942 -1.488
H -1.025 -1.824 -1.236
H 0.793 -1.885 -1.227
H -1.220 0.315 -1.482
H 0.062 -0.001 -2.437
H -1.063 2.673 0.945
H 1.410 2.379 1.612
H 1.338 -1.390 1.531
H -0.853 -3.070 1.343

Values from the calculation:
- Energy relative to the best compared isomer or geometry (same formula, charge and spin): 11.5 kcal per mole
- SMILES: O=C1[SiH2]C[NH2+]C[SiH2]1
- Charge: +1


# C4H8O3S

A molecular structure, C4H8O3S (ωB97M-V with the def2-TZVPD basis set, the OMol25 dataset).

Cartesian coordinates (Å):
C -2.346 0.308 0.140
C 2.307 0.001 0.347
C 1.173 -0.841 -0.233
C -3.162 -0.655 -0.234
O -0.242 1.997 0.272
O 2.438 1.235 -0.406
O -0.093 -0.597 0.360
S -0.627 0.798 -0.434
H -2.566 0.942 0.852
H 2.330 0.048 1.489
H 3.201 -0.463 0.231
H 1.232 -0.568 -1.383
H 1.525 -1.957 -0.166
H 1.773 1.707 0.061
H -2.875 -1.272 -1.088
H -4.068 -0.684 0.191

Values from the calculation:
- Energy relative to the best compared isomer or geometry (same formula, charge and spin): 91.1 kcal per mole
- Charge: 0


# C2H3OP

A single C2H3OP molecule (ωB97M-V with the def2-TZVPD basis set, the OMol25 dataset).

Cartesian coordinates (Å):
C -0.611 -0.588 0.312
C -0.653 0.722 0.259
O 2.174 0.032 0.221
P 0.874 0.094 -0.377
H -1.342 -1.293 0.702
H -1.291 1.368 0.668
H 0.849 -0.336 -1.784

Values from the calculation:
- Energy relative to the best compared isomer or geometry (same formula, charge and spin): 30.4 kcal per mole
- SMILES: O=[PH]1C=C1
- Charge: 0


# C3H7NS

2 unconnected molecules or ions with the total composition C3H7NS (ωB97M-V with the def2-TZVPD basis set, the OMol25 dataset).

Cartesian coordinates (Å):
C -0.524 -0.645 -1.015
C -1.155 1.528 -1.165
C 1.406 -1.061 1.574
N -0.949 0.203 -1.740
S 0.093 0.138 1.301
H -0.410 -1.758 -1.044
H -2.206 1.802 -0.988
H -0.608 2.253 -1.762
H -0.602 1.469 -0.239
H 2.248 -0.568 2.014
H 1.605 -1.646 0.713
H 1.103 -1.714 2.352

Values from the calculation:
- Energy relative to the best compared isomer or geometry (same formula, charge and spin): 63.7 kcal per mole
- Charge: 0


# C5H10N

2 unconnected molecules or ions with the total composition C5H10N (ωB97M-V with the def2-TZVPD basis set, the OMol25 dataset).

Cartesian coordinates (Å):
C -0.359 0.280 0.292
C -1.264 1.507 0.050
C 2.898 -0.146 0.422
C -2.657 -0.870 -0.040
C 1.742 -0.388 -0.518
N -1.572 0.033 0.076
H -1.622 2.065 0.896
H -1.286 2.086 -0.934
H 2.883 0.846 0.679
H 3.726 -0.484 -0.076
H 3.033 -0.853 1.242
H -3.056 -0.764 0.929
H -2.129 -1.765 -0.304
H -3.404 -0.531 -0.756
H 1.429 -1.322 -0.695
H 1.636 0.305 -1.260

Values from the calculation:
- Energy relative to the best compared isomer or geometry (same formula, charge and spin): 124.2 kcal per mole
- Charge: +1